Entry 1:
This record from OMol25 describes a structure of composition C31H33ClN2O2PbSi2 at a distorted geometry. The level of theory is the ωB97M-V functional and the def2-TZVPD basis.

```
72
Properties=species:S:1:pos:R:3:lowdin_charge:R:1
C -0.15594 2.74946 4.63306 -0.3068
C 0.34818 1.40308 4.65933 -0.2630
C 1.34195 1.29582 3.65320 -0.1852
H 0.07455 0.63256 5.37934 0.0915
C 1.46947 2.55356 3.02014 -0.1524
C 0.56538 3.45707 3.62031 -0.2255
H 0.53793 4.53613 3.46238 0.0915
H -0.82873 3.19620 5.36521 0.0898
H 1.97373 0.42838 3.45479 0.0955
H 2.19923 2.80203 2.24746 0.0898
Pb -1.67453 1.66156 2.70156 1.4325
Si 0.78856 -2.00870 -2.09851 0.6673
C -0.43867 -3.26013 -2.73055 -0.3337
C -1.26837 -3.05215 -3.84537 -0.0913
H -1.28715 -2.07707 -4.34117 0.1060
C -2.07685 -4.10028 -4.30467 -0.0972
H -2.70582 -3.95103 -5.18225 0.0955
C -2.07747 -5.34036 -3.65288 -0.1032
H -2.69777 -6.15970 -4.02079 0.0957
C -1.27527 -5.53120 -2.52325 -0.0970
H -1.27083 -6.48876 -2.00118 0.0972
C -0.46593 -4.49165 -2.05904 -0.1265
H 0.15098 -4.63118 -1.16755 0.0919
C 1.82349 -1.44581 -3.55394 -0.3205
C 2.52019 -2.45517 -4.23799 -0.1100
H 2.39070 -3.50328 -3.94681 0.1017
C 3.38176 -2.12575 -5.28903 -0.0970
H 3.93720 -2.91021 -5.80199 0.0961
C 3.51803 -0.79405 -5.69284 -0.1038
H 4.18286 -0.53773 -6.51844 0.0958
C 2.77869 0.20480 -5.05080 -0.0961
H 2.85307 1.23717 -5.39162 0.0956
C 1.93435 -0.11215 -3.98017 -0.1017
H 1.34920 0.66933 -3.48478 0.0770
H 1.74387 -2.79593 -1.30032 0.0010
Si -0.13985 -0.04220 -0.97696 0.2166
C 1.54276 0.58821 -0.44456 -0.3423
C 2.48719 -0.27993 0.12342 -0.1347
H 2.21959 -1.30743 0.39198 0.0752
C 3.80068 0.14409 0.34790 -0.0769
H 4.53274 -0.56086 0.74971 0.1046
C 4.16320 1.46289 0.06760 -0.0976
H 5.18357 1.79632 0.25504 0.0981
C 3.21847 2.35280 -0.45674 -0.1040
H 3.49664 3.38486 -0.68795 0.0994
C 1.90722 1.92048 -0.68228 -0.1400
H 1.16549 2.63315 -1.04936 0.0778
C -0.76253 -1.26344 0.35677 -0.3779
C -0.09794 -1.56467 1.56178 -0.1388
H 0.71073 -0.93025 1.93808 0.0722
C -0.44801 -2.70618 2.29134 -0.0911
H 0.11380 -2.97136 3.18911 0.1020
C -1.51532 -3.50355 1.87490 -0.1030
H -1.76276 -4.42016 2.40950 0.0966
C -2.28913 -3.10185 0.77994 -0.0937
H -3.15722 -3.68399 0.47145 0.1037
C -1.94988 -1.95225 0.06783 -0.1354
H -2.58155 -1.60938 -0.75623 0.1090
H -0.77092 0.45835 -2.20900 -0.0451
Cl -1.42400 1.72000 -0.24652 0.1052
C -4.97170 4.63232 5.06294 -0.0012
O -4.20165 5.20346 3.95509 -0.0028
C -3.34408 4.36682 3.38648 -0.5501
O -3.21447 3.16991 3.75704 -0.1628
N -2.62979 4.92314 2.39328 0.0489
N -1.72833 4.08868 1.65804 -0.0342
H -5.61405 5.45028 5.38722 0.0970
H -4.29188 4.32782 5.86855 0.1027
H -5.57469 3.77485 4.73664 0.1023
H -2.92536 5.83668 2.04160 0.1742
H -1.98868 4.08828 0.66780 0.0535
H -0.79834 4.51928 1.69772 0.0916
```

Output
Frontier orbital gap, eV: 5.93
E, eV: -73282.1519
LUMO, eV: -0.534
Energy above the lowest of the compared OMol25 structures with the same formula, charge and spin, eV: 0.0000
HOMO energy, eV: -6.4635


Entry 2:
This record from OMol25 describes a structure of composition C3H4NS at a distorted geometry. The level of theory is the ωB97M-V functional and the def2-TZVPD basis.

```
9
Properties=species:S:1:pos:R:3:nbo_charge:R:1
C -1.24401 -0.69703 -0.01434 0.3473
C 0.70439 -0.68283 -0.00964 -0.1386
C -0.03149 0.94854 0.05650 -0.4937
N -0.40719 -1.61988 0.11746 -0.3096
S -1.91993 0.79218 -0.04423 0.5328
H 0.92144 -0.69609 -1.01689 0.2255
H 1.46768 -0.78943 0.74521 0.2679
H 0.04873 1.27180 1.05800 0.2602
H 0.46037 1.47274 -0.89207 0.3083
```

Output
Frontier orbital gap, eV: 9.56
Charge: +1
E, eV: -15489.1993
LUMO, eV: -6.004
Energy above the lowest of the compared OMol25 structures with the same formula, charge and spin, eV: 3.5361
HOMO energy, eV: -15.5643


Entry 3:
This record from OMol25 describes an isolated molecule of C3H7NO2S at a distorted geometry. The level of theory is the ωB97M-V functional and the def2-TZVPD basis.

```
14
Properties=species:S:1:pos:R:3:nbo_charge:R:1
O -2.49874 0.86268 -0.41850 -0.6501
C -1.58004 0.97537 -1.23138 0.8825
O -1.77344 1.43557 -2.51841 -0.6930
N -0.27816 0.64742 -0.93094 -0.6569
C -0.04528 -0.29314 0.18869 -0.2276
C 1.45108 -0.28362 0.71396 -0.4727
S 2.22873 -1.55478 2.01136 -0.0887
H -2.72450 1.66145 -2.59164 0.5032
H 0.54838 1.07817 -1.38864 0.4138
H -0.86066 -0.06279 0.82692 0.2352
H -0.16112 -1.30189 -0.21759 0.1882
H 2.00423 -0.57086 -0.18165 0.2026
H 1.82025 0.71760 1.02027 0.2136
H 0.88362 -1.95469 2.33483 0.1500
```

Output
Frontier orbital gap, eV: 10.07
E, eV: -19644.4717
LUMO, eV: 0.609
Energy above the lowest of the compared OMol25 structures with the same formula, charge and spin, eV: 1.1325
HOMO energy, eV: -9.4612
SMILES: O=C(O)NCCS